96
Properties=species:S:1:pos:R:3 method="wB97M-V/def2-TZVPD" homo_energy_ha="-0.456 / -0.456" e_above_lowest_ev=3.1540 charge=+2
Pt -0.2723 0.2020 -0.2500
F 0.2755 -2.9517 6.1254
C 0.4348 -2.7274 4.8407
C 0.4606 -1.4235 4.3614
F 0.3281 -0.3946 5.1871
C 0.6112 -1.2016 3.0100
F 0.5882 0.0699 2.5751
C 0.7634 -2.2434 2.0915
S 0.9271 -1.9831 0.3794
C 0.7668 -3.5421 2.6086
F 0.9344 -4.5648 1.7818
C 0.5856 -3.7886 3.9570
F 0.5603 -5.0294 4.4099
C 0.8596 -1.1247 -5.2144
As 1.5552 -1.2160 -3.4171
C 2.1609 -3.0166 -3.0830
C 3.0836 -0.0296 -3.2854
O 0.3473 -0.7971 -2.3695
H 1.6237 -1.3961 -5.9409
H 0.5052 -0.1130 -5.4042
H 0.0224 -1.8161 -5.2951
H 2.9486 -3.2899 -3.7837
H 1.3111 -3.6846 -3.2165
H 2.5166 -3.0968 -2.0570
H 3.9695 -0.5308 -3.6747
H 3.2296 0.2383 -2.2383
H 2.9010 0.8686 -3.8726
C 2.0022 4.7924 1.6356
C 1.5730 3.8859 0.5397
C 1.3207 4.1355 -0.7972
C 0.9135 2.9193 -1.3566
N 0.9297 1.9731 -0.4120
N 1.3170 2.5801 0.7325
C 0.5325 2.6403 -2.7681
H 1.9655 5.8235 1.2954
H 3.0229 4.5715 1.9509
H 1.3524 4.6829 2.5040
H 1.4185 5.0766 -1.3103
H 1.4802 2.0391 1.5673
H -0.3844 3.1691 -3.0305
H 0.3849 1.5700 -2.9132
H 1.3159 2.9981 -3.4366
C 6.2681 0.4148 -0.3589
As 5.2583 -1.0467 0.4147
C 6.0832 -1.5129 2.0944
C 5.4909 -2.5690 -0.7568
S 3.2408 -0.4247 0.6699
H 7.3314 0.2213 -0.2191
H 6.0042 1.3453 0.1390
H 6.0494 0.4993 -1.4218
H 7.1388 -1.7349 1.9408
H 5.5869 -2.3901 2.5058
H 5.9844 -0.6845 2.7931
H 6.5605 -2.7360 -0.8812
H 5.0387 -2.3767 -1.7271
H 5.0411 -3.4506 -0.3044
C -4.7825 -1.0159 1.8033
C -3.2572 -0.8837 1.8087
C -2.8414 -0.2109 3.1311
C -2.6352 -2.2839 1.7580
Si -2.5320 0.2534 0.3805
C -3.4490 -0.4758 -1.6465
C -2.6404 0.2364 -2.6965
C -4.8841 -0.0720 -1.5463
C -3.1798 -1.9541 -1.5867
C -3.0153 2.1592 0.5803
C -2.7450 2.9210 -0.7235
C -2.0705 2.7215 1.6607
C -4.4608 2.3961 1.0127
H -5.0892 -1.4817 2.7440
H -5.1327 -1.6624 0.9985
H -5.2905 -0.0542 1.7387
H -3.0786 -0.8771 3.9656
H -3.3925 0.7150 3.2910
H -1.7715 0.0078 3.1652
H -2.8407 -2.8060 2.6967
H -1.5538 -2.2511 1.6234
H -3.0562 -2.8873 0.9568
H -2.8499 1.3014 -2.7368
H -2.9060 -0.1847 -3.6771
H -1.5739 0.0654 -2.5693
H -5.0173 1.0058 -1.6200
H -5.3659 -0.4424 -0.6435
H -5.4170 -0.5245 -2.3940
H -2.1259 -2.1689 -1.4177
H -3.4451 -2.3894 -2.5601
H -3.7904 -2.4543 -0.8386
H -1.8210 2.5918 -1.2039
H -2.6499 3.9881 -0.5067
H -3.5707 2.8101 -1.4261
H -1.0270 2.4931 1.4328
H -2.2962 2.3232 2.6480
H -2.1814 3.8084 1.7114
H -5.1821 1.9490 0.3292
H -4.6468 3.4745 1.0216
H -4.6543 2.0299 2.0206